Entry 1:
Density functional theory data (the ωB97M-V functional and the def2-TZVPD basis) for C8H26AgB2Br4O3PdS as an isolated structure at a distorted geometry.

Computed properties:
HOMO energy (spin up / spin down) ... -0.1594 / -0.1590 Ha
Total energy ... -11564.28977 Ha
Frontier orbital gap (spin up / spin down) ... 3.333 / 3.322 eV

ORCA input file:
```
! RIJCOSX wB97M-V def2-TZVPD def2/J DEFGRID3
* xyz -1 3
Ag 0.029 -3.841 -4.835
Pd 4.384 0.450 -4.532
O 1.112 0.603 -1.624
C 0.407 1.706 -1.057
C 0.680 3.115 -1.821
O 1.978 3.299 -2.410
H 0.732 1.815 -0.022
H -0.644 1.605 -0.788
H 0.345 3.913 -1.158
H -0.135 3.320 -2.515
B 2.849 -5.982 -2.580
H 2.427 -6.569 -3.380
H 3.355 -5.127 -3.002
H 2.078 -5.600 -1.929
H 3.507 -6.485 -1.889
B 2.302 -1.071 -7.477
H 1.777 -0.458 -6.761
H 1.598 -1.549 -8.140
H 3.058 -0.535 -8.030
H 2.838 -1.844 -6.949
C 7.958 -4.629 -12.468
S 7.931 -5.001 -14.240
O 8.840 -3.996 -14.962
C 8.872 -6.605 -14.179
H 8.988 -4.407 -12.192
H 7.565 -5.421 -11.830
H 7.344 -3.758 -12.236
H 8.448 -7.116 -13.315
H 9.920 -6.421 -13.944
H 8.665 -7.247 -15.036
Br 7.671 3.027 -13.924
C 8.730 3.027 -12.281
C 10.012 2.254 -12.508
Br 11.560 3.294 -13.015
H 8.124 2.706 -11.434
H 9.039 4.030 -11.987
H 9.892 1.474 -13.260
H 10.243 1.742 -11.574
Br -1.664 -7.719 -10.167
C -0.858 -6.937 -11.893
C 0.589 -6.586 -11.609
Br 1.722 -8.048 -10.970
H -1.453 -6.130 -12.321
H -0.873 -7.721 -12.650
H 0.473 -5.937 -10.741
H 1.076 -6.106 -12.458
*
```


Entry 2:
Density functional theory data (the ωB97M-V functional and the def2-TZVPD basis) for a 10-piece molecular cluster, C24H70F3N11O12S overall at a distorted geometry.

Computed properties:
HOMO energy ... -0.3394 Ha
Total energy ... -3159.37630 Ha
Frontier orbital gap ... 9.089 eV

ORCA input file:
```
! RIJCOSX wB97M-V def2-TZVPD def2/J DEFGRID3
* xyz 0 1
O -1.766 3.812 0.641
H -1.878 4.754 0.829
H -1.086 3.411 1.264
H -2.637 3.292 0.755
C 1.046 -1.188 -0.291
F 0.589 -2.191 -1.018
F 0.947 -1.389 1.024
F 2.367 -1.102 -0.522
S 0.194 0.430 -0.762
O 0.745 0.823 -2.051
O -1.240 0.136 -0.792
O 0.480 1.400 0.296
C -1.004 3.784 -4.435
O -1.751 4.332 -3.618
N -0.809 4.369 -5.642
N -0.186 2.752 -4.149
H -1.026 5.349 -5.594
H -0.332 3.921 -6.400
H 0.201 2.194 -4.892
H -0.121 2.331 -3.238
C -1.849 -1.224 -4.233
O -2.490 -1.856 -5.074
N -0.495 -1.270 -4.068
N -2.455 -0.675 -3.169
H 0.020 -1.844 -4.714
H 0.011 -0.538 -3.596
H -1.896 -0.346 -2.379
H -3.437 -0.480 -3.145
C -2.363 -2.514 4.171
O -2.780 -2.252 5.311
N -3.261 -2.614 3.174
N -1.099 -2.874 3.905
H -2.983 -2.839 2.225
H -4.182 -2.389 3.506
H -0.841 -2.780 2.933
H -0.342 -2.759 4.554
C -3.456 -4.863 -0.397
C -2.244 -4.360 0.428
C -0.980 -5.164 0.058
O -0.097 -5.241 1.148
C 1.275 -5.453 0.846
N -2.119 -2.903 0.383
H -3.537 -5.947 -0.439
H -3.405 -4.522 -1.433
H -4.317 -4.421 0.105
H -2.468 -4.845 1.384
H -0.405 -4.642 -0.720
H -1.238 -6.130 -0.387
H 1.534 -6.510 0.758
H 1.821 -5.134 1.735
H 1.594 -4.866 -0.017
H -1.154 -2.603 0.383
H -2.470 -2.555 -0.503
C 6.685 -3.248 -0.506
C 7.307 -2.965 0.875
C 6.360 -3.025 2.097
O 5.452 -1.969 2.361
C 4.646 -1.589 1.262
N 8.248 -4.098 0.992
H 6.013 -4.104 -0.441
H 7.386 -3.370 -1.333
H 6.140 -2.394 -0.920
H 7.976 -2.105 0.936
H 6.964 -3.002 3.009
H 5.935 -4.036 2.141
H 5.233 -0.913 0.634
H 3.831 -1.007 1.692
H 4.240 -2.405 0.661
H 7.807 -4.965 0.715
H 8.541 -4.178 1.960
C -4.971 3.573 -1.550
C -5.123 3.194 -0.074
C -6.454 2.477 0.223
O -6.512 2.254 1.624
C -7.468 1.384 2.117
N -4.023 2.323 0.338
H -3.971 3.998 -1.685
H -5.561 4.438 -1.851
H -5.030 2.686 -2.172
H -5.073 4.113 0.514
H -6.409 1.453 -0.166
H -7.306 3.041 -0.165
H -8.528 1.668 2.044
H -7.270 1.267 3.181
H -7.525 0.445 1.549
H -3.552 1.635 -0.235
H -4.282 1.831 1.184
C 3.273 1.425 -4.890
C 3.776 2.068 -3.599
C 4.067 1.137 -2.434
O 4.553 1.943 -1.337
C 3.553 2.466 -0.476
N 4.937 2.959 -3.854
H 3.921 0.682 -5.372
H 2.962 2.062 -5.714
H 2.502 0.689 -4.625
H 2.929 2.607 -3.161
H 4.951 0.548 -2.695
H 3.210 0.582 -2.057
H 3.018 1.628 -0.026
H 2.837 3.151 -0.939
H 4.053 3.046 0.300
H 5.749 2.353 -3.781
H 4.978 3.577 -3.054
C -0.171 3.793 4.628
C 0.205 2.739 3.594
C -0.899 1.721 3.494
O -2.173 2.284 3.193
C -3.237 1.623 3.850
N 0.482 3.330 2.264
H 0.351 4.739 4.449
H 0.076 3.555 5.662
H -1.191 4.180 4.581
H 1.042 2.163 3.998
H -0.852 1.068 4.370
H -0.682 1.019 2.679
H -3.194 0.539 3.721
H -4.154 1.932 3.345
H -3.271 1.941 4.893
H 1.442 3.667 2.265
H 0.628 2.569 1.576
*
```


Entry 3:
Density functional theory data (the ωB97M-V functional and the def2-TZVPD basis) for C38H65BCrN2O3P2 as an isolated structure at a distorted geometry.

Computed properties:
HOMO energy (spin up / spin down) ... -0.3827 / -0.3862 Ha
Total energy ... -3574.11638 Ha
Frontier orbital gap (spin up / spin down) ... 7.319 / 7.970 eV

ORCA input file:
```
! RIJCOSX wB97M-V def2-TZVPD def2/J DEFGRID3
* xyz 1 4
Cr 0.024 0.203 -0.467
C -3.396 1.557 1.452
C -2.879 2.663 0.518
C -3.582 2.534 -0.838
C -3.173 4.030 1.146
P -1.038 2.321 0.300
C -0.424 2.603 2.057
N 0.241 1.376 2.421
B 0.549 0.365 1.478
N 1.419 -0.558 2.136
C 2.242 -1.415 1.299
P 2.425 -0.251 -0.166
C 3.903 0.832 0.367
C 3.477 1.861 1.424
C 5.038 -0.001 0.970
C 4.428 1.584 -0.864
C 2.902 -1.187 -1.740
C 2.808 -0.224 -2.933
C 1.804 -2.245 -1.902
C 4.258 -1.883 -1.705
C 1.564 -0.161 3.462
C 2.283 -0.707 4.511
C 2.257 -0.054 5.737
C 1.532 1.121 5.912
C 0.820 1.687 4.862
C 0.836 1.044 3.637
C -0.272 3.643 -0.813
C 1.238 3.615 -0.560
C -0.779 5.069 -0.613
C -0.526 3.200 -2.265
H -4.437 1.763 1.708
H -2.833 1.492 2.385
H -3.355 0.595 0.951
H -4.657 2.429 -0.677
H -3.245 1.646 -1.374
H -3.427 3.412 -1.467
H -4.189 4.007 1.544
H -3.131 4.838 0.422
H -2.508 4.274 1.975
H -1.262 2.816 2.721
H 0.261 3.456 2.104
H 1.698 -2.312 1.004
H 3.177 -1.708 1.772
H 3.265 1.398 2.382
H 2.611 2.444 1.117
H 4.308 2.554 1.582
H 4.797 -0.346 1.975
H 5.914 0.645 1.059
H 5.317 -0.859 0.363
H 3.628 2.037 -1.449
H 5.011 0.930 -1.513
H 5.091 2.385 -0.533
H 1.919 0.412 -2.868
H 2.732 -0.805 -3.855
H 3.684 0.415 -3.018
H 0.815 -1.788 -1.986
H 1.803 -2.948 -1.072
H 1.973 -2.815 -2.819
H 5.082 -1.171 -1.682
H 4.372 -2.482 -2.612
H 4.343 -2.555 -0.849
H 2.858 -1.617 4.384
H 2.812 -0.467 6.568
H 1.520 1.598 6.882
H 0.269 2.609 5.000
H 1.494 4.052 0.405
H 1.749 4.198 -1.329
H 1.613 2.590 -0.600
H -0.754 5.369 0.436
H -1.788 5.198 -0.999
H -0.128 5.749 -1.169
H -0.310 2.138 -2.412
H 0.117 3.771 -2.938
H -1.559 3.374 -2.565
C -3.441 -4.487 -6.101
C -3.231 -3.485 -5.003
C -2.329 -2.439 -5.165
C -2.085 -1.511 -4.168
C -1.155 -0.370 -4.512
C -2.756 -1.635 -2.927
C -3.747 -2.631 -2.784
C -4.647 -2.776 -1.583
C -3.949 -3.536 -3.820
C -2.336 -0.789 -1.768
O -3.050 -0.531 -0.805
O -1.151 -0.224 -1.872
H -3.871 -4.005 -6.980
H -4.111 -5.286 -5.789
H -2.492 -4.930 -6.406
H -1.811 -2.336 -6.113
H -1.186 -0.190 -5.586
H -0.122 -0.598 -4.242
H -1.441 0.547 -4.004
H -4.217 -2.352 -0.686
H -4.899 -3.825 -1.417
H -5.582 -2.244 -1.779
H -4.698 -4.309 -3.689
C -1.824 -1.744 2.432
C -1.076 -2.896 1.790
O -0.583 -2.568 0.478
C -0.702 -3.676 -0.413
C 0.212 -4.841 -0.059
H -2.549 -1.351 1.723
H -1.152 -0.943 2.733
H -2.346 -2.105 3.318
H -1.762 -3.742 1.694
H -0.236 -3.213 2.418
H -0.478 -3.300 -1.410
H -1.738 -4.024 -0.423
H 1.257 -4.531 -0.004
H 0.121 -5.610 -0.827
H -0.062 -5.278 0.901
*
```


Entry 4:
Density functional theory data (the ωB97M-V functional and the def2-TZVPD basis) for a 5-piece molecular cluster, C2H17N2O4 overall at a distorted geometry.

Computed properties:
HOMO energy ... -0.4625 Ha
Total energy ... -496.57146 Ha
Frontier orbital gap ... 9.926 eV

ORCA input file:
```
! RIJCOSX wB97M-V def2-TZVPD def2/J DEFGRID3
* xyz 1 1
N 1.137 1.200 0.863
C 1.288 1.005 -0.738
C 0.481 -0.329 -1.099
N 1.194 -0.727 -2.287
H 0.229 1.438 1.029
H 1.227 0.305 1.350
H 1.905 1.712 1.130
H 0.659 1.849 -1.141
H 2.355 0.821 -1.080
H 0.546 -1.116 -0.254
H -0.577 -0.289 -1.100
H 1.632 -1.601 -2.373
H 0.651 -0.583 -3.263
H 1.236 -2.119 2.259
H 2.677 -2.234 1.653
O 1.931 -1.555 1.877
H -2.337 -3.228 0.449
H -2.213 -1.752 -0.100
O -1.906 -2.333 0.605
H -1.193 1.689 3.196
H -2.152 1.603 2.144
O -1.287 1.405 2.258
H -1.964 2.211 -1.867
H -3.163 1.309 -1.950
O -2.355 1.322 -1.562
*
```